ORCA calculation (ωB97M-V/def2-TZVPD) on a 2-piece molecular cluster, C6H10O overall at a distorted geometry.

Structure (XYZ):
```
17
Properties=species:S:1:pos:R:3:mulliken_charge:R:1
C -1.65997 -1.00480 -0.47240 -0.676
C -1.25661 0.17797 -0.96336 -0.147
C -0.41839 1.23343 -0.12976 0.526
C 0.25595 2.17284 -0.82056 -0.838
C -0.65388 1.22056 1.35432 -0.275
C -0.49623 2.36167 2.16255 -0.741
H -2.05326 -1.75215 -1.08675 0.305
H -1.79181 -1.00589 0.63344 0.216
H -1.58144 0.75786 -1.89868 0.278
H 0.26950 3.22982 -0.51736 0.271
H 1.02235 1.99361 -1.61092 0.231
H -0.31313 0.19650 1.64804 0.290
H -1.19167 2.67631 2.97305 0.238
H 0.10090 3.14573 1.82377 0.324
O 3.01125 -5.01867 -1.34611 -0.638
H 2.91956 -4.92793 -0.35028 0.326
H 3.83688 -5.45685 -1.39899 0.312
```

Values from the calculation:
SMILES string: C=CC(=C)C=C.O
HOMO energy, eV: -7.84
Orbital gap, Ha: 0.28255
Energy relative to the best compared isomer or geometry (same formula, charge and spin), kcal per mole: 127.33

***

ORCA calculation (ωB97M-V/def2-TZVPD) on one molecule with the formula C6H10O.

Structure (XYZ):
```
17
Properties=species:S:1:pos:R:3:mulliken_charge:R:1
C 1.19845 -1.42583 -0.77588 -0.523
C -0.23534 -1.65365 -1.07555 -0.642
C 0.35128 -0.23196 -1.13761 -0.337
C 0.06213 0.84229 -0.06424 0.297
C -1.34912 0.60112 -0.29622 -0.687
C -0.00417 1.18253 2.24239 -0.809
O 0.56333 0.44174 1.18603 -0.334
H 1.51549 -1.48146 0.25961 0.222
H 1.93938 -1.71149 -1.51711 0.261
H -0.50830 -2.08740 -2.03284 0.306
H -0.89466 -1.89777 -0.25249 0.290
H 0.48324 0.17785 -2.13325 0.460
H 0.52588 1.79091 -0.38200 0.436
H -1.58915 1.11571 -1.24675 0.164
H -1.10011 1.11096 2.22879 0.359
H 0.28604 2.24479 2.19202 0.297
H 0.37712 0.75686 3.17342 0.238
```

Values from the calculation:
HOMO energy, eV: -8.54
Orbital gap, Ha: 0.33732
Energy relative to the best compared isomer or geometry (same formula, charge and spin), kcal per mole: 110.65

***

ORCA calculation (ωB97M-V/def2-TZVPD) on one molecule with the formula C6H10O at a distorted geometry.

Structure (XYZ):
```
17
Properties=species:S:1:pos:R:3:mulliken_charge:R:1
C -2.04557 -0.06339 0.12966 -1.669
C -0.61171 -0.04601 -0.40208 0.701
C 0.31033 1.04695 0.17642 -0.894
C 1.37171 -1.26487 0.78386 -0.615
C 1.82963 0.75484 -0.11586 -0.478
O 2.31946 -0.43413 0.49424 -0.062
C 0.12073 -1.32968 -0.04671 -0.462
H -2.05070 -0.23834 1.21179 0.381
H -2.55275 0.88500 -0.06877 0.386
H -2.63545 -0.86836 -0.33377 0.393
H -0.65547 0.08087 -1.49190 0.283
H 0.17436 1.97929 -0.35674 0.401
H 0.04821 1.26113 1.23329 0.297
H 1.97270 0.64661 -1.19550 0.302
H 2.47324 1.53161 0.29769 0.338
H -0.42296 -1.99760 0.61469 0.374
H 0.35424 -1.94390 -0.93030 0.325
```

Values from the calculation:
HOMO energy, eV: -7.53
Orbital gap, Ha: 0.30710
Energy relative to the best compared isomer or geometry (same formula, charge and spin), kcal per mole: 70.29

***

ORCA calculation (ωB97M-V/def2-TZVPD) on one molecule with the formula C6H10O.

Structure (XYZ):
```
17
Properties=species:S:1:pos:R:3:mulliken_charge:R:1
C 0.74822 1.63997 0.78621 -1.211
C 0.98050 0.14989 0.55382 0.050
O 0.20486 -0.62156 1.47178 -0.436
C -0.94651 -1.12474 0.81079 -0.602
C -0.59851 -1.22983 -0.66982 0.031
C -0.70966 0.05326 -1.44046 -0.804
C 0.60498 -0.35177 -0.84106 -0.101
H 1.18950 1.96287 1.73286 0.355
H -0.32378 1.85209 0.83205 0.251
H 1.18292 2.23871 -0.02011 0.314
H 2.03361 -0.08962 0.75174 0.362
H -1.20434 -2.08535 1.26592 0.327
H -1.80041 -0.44437 0.95665 0.265
H -0.69115 -2.18521 -1.17573 0.361
H -1.27222 0.86465 -0.98707 0.179
H -0.81496 -0.01158 -2.51737 0.284
H 1.41694 -0.61742 -1.51019 0.373
```

Values from the calculation:
SMILES string: C[C@H]1OC[C@H]2C[C@H]21
HOMO energy, eV: -9.56
Orbital gap, Ha: 0.39228
Energy relative to the best compared isomer or geometry (same formula, charge and spin), kcal per mole: 17.46

***

ORCA calculation (ωB97M-V/def2-TZVPD) on one molecule with the formula C6H10O at a distorted geometry.

Structure (XYZ):
```
17
Properties=species:S:1:pos:R:3:mulliken_charge:R:1
C -2.22686 0.25892 0.03774 -1.494
C -0.74281 0.15732 0.33466 0.469
C -0.18036 -1.25452 0.13186 -0.494
C 1.33280 -1.27779 0.10802 -0.501
C 1.96086 -0.07600 0.03688 -0.231
C 1.27687 1.22272 -0.19911 -0.494
O -0.07523 1.05369 -0.54646 -0.399
H -2.79637 -0.42179 0.67929 0.378
H -2.41720 -0.00636 -1.00775 0.353
H -2.58509 1.27955 0.20329 0.351
H -0.55123 0.48562 1.37202 0.252
H -0.52818 -1.65275 -0.82776 0.316
H -0.59523 -1.92881 0.89718 0.353
H 1.91664 -1.32816 -0.87182 0.116
H 3.05439 -0.08551 0.01752 0.425
H 1.40584 1.84976 0.68913 0.270
H 1.75117 1.72411 -1.05469 0.329
```

Values from the calculation:
SMILES string: C[C@H]1CC=CCO1
HOMO energy, eV: -8.25
Orbital gap, Ha: 0.34090
Energy relative to the best compared isomer or geometry (same formula, charge and spin), kcal per mole: 64.57

***

ORCA calculation (ωB97M-V/def2-TZVPD) on C6H10O as an isolated structure at a distorted geometry.

Structure (XYZ):
```
17
Properties=species:S:1:pos:R:3:mulliken_charge:R:1
C 1.33249 -0.61854 -1.79703 -1.054
C 0.62497 -0.39149 -0.50511 0.473
C 1.37333 -0.26847 0.72548 -0.974
C -0.62685 -0.03472 -0.40656 -0.469
C -1.33163 0.99723 0.34821 -0.730
C -1.95879 0.44243 1.56395 0.080
O -1.73961 -0.64872 2.02832 -0.471
H 1.93999 -1.50192 -1.72017 0.317
H 2.01434 0.24682 -1.84927 0.254
H 0.65443 -0.65110 -2.66544 0.343
H 1.28370 -1.60499 0.57660 0.213
H 0.96123 -0.11144 1.72866 0.322
H 2.26490 0.36431 0.66542 0.250
H -1.27567 -0.53449 -1.02706 0.430
H -2.18848 1.33090 -0.28340 0.308
H -0.66427 1.81905 0.62576 0.352
H -2.66407 1.16515 1.99164 0.355
```

Values from the calculation:
HOMO energy, eV: -8.12
Orbital gap, Ha: 0.33030
Energy relative to the best compared isomer or geometry (same formula, charge and spin), kcal per mole: 76.73

***

ORCA calculation (ωB97M-V/def2-TZVPD) on C6H10O as an isolated structure at a distorted geometry.

Structure (XYZ):
```
17
Properties=species:S:1:pos:R:3:mulliken_charge:R:1
C 2.31290 -0.09732 -0.21809 -1.189
C 1.10571 0.72222 0.24020 -0.403
C -0.03983 -0.10745 0.78124 0.193
O -1.18495 0.83699 1.23791 -0.471
C -2.04569 0.09827 0.41166 -0.153
C -1.69325 0.03010 -1.02518 -0.611
C -0.98257 -0.89449 -0.09503 -0.353
H 2.04876 -0.75569 -1.05330 0.315
H 2.70588 -0.72231 0.59227 0.318
H 3.12528 0.55854 -0.55243 0.348
H 0.74823 1.35895 -0.57723 0.218
H 1.38310 1.39059 1.06330 0.283
H 0.28990 -0.72282 1.62811 0.367
H -3.06030 -0.11198 0.74033 0.377
H -2.46160 -0.44950 -1.61883 0.260
H -1.16056 0.83811 -1.51354 0.154
H -1.09101 -1.97221 -0.04138 0.347
```

Values from the calculation:
HOMO energy, eV: -8.93
Orbital gap, Ha: 0.36955
Energy relative to the best compared isomer or geometry (same formula, charge and spin), kcal per mole: 44.14

***

ORCA calculation (ωB97M-V/def2-TZVPD) on one molecule with the formula C6H10O.

Structure (XYZ):
```
17
Properties=species:S:1:pos:R:3:mulliken_charge:R:1
C 1.92339 0.76120 -0.85928 -1.474
C 0.45705 0.77221 -0.53469 0.561
C 0.13196 0.53949 0.95881 -0.981
C -0.75151 -0.59136 0.50738 0.970
C -2.06165 -0.94166 0.99314 -0.508
O -0.89490 -1.76883 1.22940 -0.545
C -0.27535 -0.53279 -0.92190 -1.041
H 2.30543 -0.22390 -0.50886 0.324
H 2.07202 0.81519 -1.94709 0.357
H 2.40973 1.61785 -0.35787 0.350
H -0.05621 1.65315 -0.91720 0.380
H 0.97751 0.17224 1.54857 0.257
H -0.36143 1.34873 1.49428 0.301
H -2.44767 -0.43287 1.87860 0.246
H -2.77786 -1.36065 0.28452 0.248
H -1.04705 -0.46427 -1.68606 0.303
H 0.39655 -1.36373 -1.16176 0.252
```

Values from the calculation:
SMILES string: C[C@H]1C[C@]2(CO2)C1
HOMO energy, eV: -10.03
Orbital gap, Ha: 0.40649
Energy relative to the best compared isomer or geometry (same formula, charge and spin), kcal per mole: 34.31